1.
Below is a cluster of 2 separate species, C3H3F2IO in total in a non-equilibrium geometry, with properties calculated with ωB97M-V/def2-TZVPD.

The calculation puts the orbital gap (spin up / spin down) at 6.85 / 7.66 eV. The spin multiplicity is 3. For the energy relative to the best compared isomer or geometry (same formula, charge and spin), the calculation gives 32.1 kcal/mol. Its largest force on an atom is 2.33 eV/Å.

Each line ends with the Mulliken charge.
Cartesian coordinates (Å):
C1 0.74 -0.55 -1.79  0.590
C2 1.66 -1.13 -1.04  -0.730
C3 -0.51 1.26 1.96  0.139
O1 -0.11 -0.32 -2.55  -0.345
F1 -0.76 2.54 1.69  -0.179
F2 0.68 1.01 1.46  -0.159
I1 -2.13 0.22 0.28  0.081
H1 -3.32 -0.22 1.24  0.120
H2 2.41 -0.61 -0.33  0.267
H3 1.34 -2.21 -0.93  0.216


2.
Below is a structure of composition C17H29N9NaO6S2 in a non-equilibrium geometry, with properties calculated with ωB97M-V/def2-TZVPD.

The calculation puts the orbital gap at 5.38 eV. As for the charge: -1. For the energy relative to the best compared isomer or geometry (same formula, charge and spin), the calculation gives 39.4 kcal/mol. Its largest force on an atom is 3.26 eV/Å.

Each line ends with the Mulliken charge.
Cartesian coordinates (Å):
Na1 -0.09 0.46 0.06  0.634
C1 -1.29 0.80 -3.05  -0.758
C2 -0.34 2.04 -3.04  -0.943
N1 0.07 2.71 -1.81  0.461
C3 -0.48 3.92 -1.31  -0.844
C4 -1.21 3.76 0.02  -0.829
N2 -1.90 2.53 0.25  0.055
C5 -3.02 2.34 -0.61  -0.583
C6 -3.07 0.94 -1.26  -1.050
N3 -1.81 0.31 -1.74  0.227
H1 -0.63 -0.02 -3.50  0.351
H2 -2.10 0.97 -3.74  0.511
H3 -0.81 2.76 -3.72  0.355
H4 0.59 1.72 -3.56  0.331
H5 0.98 2.37 -1.50  -0.050
H6 -1.13 4.39 -2.07  0.354
H7 0.29 4.71 -1.11  0.311
H8 -1.86 4.65 0.07  0.307
H9 -0.40 3.80 0.80  0.387
H10 -2.24 2.56 1.23  0.220
H11 -3.11 3.11 -1.40  0.246
H12 -4.03 2.30 -0.07  0.320
H13 -3.90 0.98 -1.99  0.278
H14 -3.47 0.25 -0.51  0.405
H15 -1.99 -0.69 -1.88  0.184
O1 0.79 -1.04 -3.49  -0.917
S1 1.54 -1.13 -2.18  0.919
O2 2.77 -1.94 -2.22  -0.702
O3 0.63 -1.83 -1.23  -0.650
O4 1.70 0.32 -1.72  -0.543
N4 1.84 -1.96 3.41  -0.418
C7 2.60 -1.10 2.65  0.563
N5 3.25 -0.06 3.27  -0.399
O5 2.64 -1.28 1.39  -0.699
H16 1.88 -2.02 4.42  0.198
H17 1.57 -2.78 2.91  0.245
H18 3.00 0.18 4.22  0.217
H19 3.44 0.75 2.64  0.052
S2 2.76 1.99 0.80  -0.633
C8 3.86 1.38 -0.32  0.695
N6 4.20 0.09 -0.26  0.275
C9 5.06 -0.51 -1.12  0.086
C10 5.73 0.30 -2.01  -0.613
C11 5.32 1.64 -2.03  -0.098
N7 4.50 2.18 -1.18  -0.621
H20 3.62 -0.47 0.40  0.108
H21 5.21 -1.59 -1.02  0.329
H22 6.39 -0.19 -2.73  0.342
H23 5.71 2.34 -2.78  0.374
N8 -4.68 -3.85 3.82  -0.408
C12 -4.04 -4.39 2.72  0.155
O6 -4.34 -5.48 2.21  -0.627
C13 -2.89 -3.53 2.25  1.007
C14 -2.37 -3.76 0.96  -0.967
C15 -1.52 -2.79 0.45  -0.533
N9 -1.31 -1.63 1.07  0.464
C16 -1.68 -1.52 2.38  -0.540
C17 -2.44 -2.45 2.99  -0.921
H24 -5.58 -4.28 4.00  0.264
H25 -4.57 -2.83 3.95  0.237
H26 -2.62 -4.68 0.42  0.441
H27 -1.04 -2.88 -0.52  0.655
H28 -1.33 -0.61 2.91  0.369
H29 -2.68 -2.28 4.05  0.415


3.
Below is a structure of composition C19H39ClO4SSb in a non-equilibrium geometry, with properties calculated with ωB97M-V/def2-TZVPD.

The calculation puts the orbital gap at 6.23 eV. As for the charge: -1. For the energy relative to the best compared isomer or geometry (same formula, charge and spin), the calculation gives 0.0 kcal/mol. Its largest force on an atom is 1.76 eV/Å.

Each line ends with the Mulliken charge.
Cartesian coordinates (Å):
C1 -2.72 -0.88 2.31  -0.785
C2 -1.89 -0.21 1.72  -0.100
C3 -0.95 0.57 0.96  -1.592
Sb1 0.65 -0.42 -0.25  1.462
O1 2.18 -1.17 -1.41  -0.723
C4 -0.70 -1.78 -1.39  -1.611
C5 -2.22 -1.74 -1.22  -1.039
C6 -2.95 -0.46 -1.65  -0.122
C7 -4.36 -0.40 -1.02  -1.155
S1 -4.86 1.28 -0.58  1.123
O2 -6.21 1.43 -1.03  -0.632
O3 -3.98 2.25 -1.14  -0.536
Cl1 -4.89 1.47 1.45  -0.194
C8 0.27 1.06 -1.92  -1.562
O4 1.34 1.10 -2.88  -0.330
C9 0.91 0.87 -4.18  -0.020
C10 2.13 0.75 -5.12  -1.292
C11 2.13 0.94 0.64  -1.522
C12 2.29 2.36 0.06  1.266
C13 1.22 3.31 0.62  -1.549
C14 3.62 2.91 0.63  -1.861
C15 1.07 -2.04 1.25  0.481
C16 -0.08 -2.96 1.65  -1.384
C17 1.89 -1.60 2.47  -1.472
C18 1.14 -0.84 3.57  -0.102
C19 0.59 -1.74 4.72  -1.363
H1 -3.43 -1.55 2.69  0.367
H2 -1.49 1.28 0.32  0.999
H3 -0.43 1.22 1.66  0.877
H4 2.13 -2.13 -1.43  0.200
H5 -0.36 -2.79 -1.16  0.675
H6 -0.46 -1.65 -2.45  0.515
H7 -2.51 -2.11 -0.24  0.550
H8 -2.63 -2.52 -1.88  0.509
H9 -3.14 -0.55 -2.71  0.478
H10 -2.41 0.47 -1.52  0.055
H11 -5.09 -0.69 -1.76  0.509
H12 -4.47 -1.08 -0.19  0.492
H13 0.02 2.06 -1.55  0.325
H14 -0.61 0.73 -2.49  0.880
H15 0.31 1.74 -4.51  0.362
H16 0.34 -0.05 -4.27  0.112
H17 3.06 0.86 -4.59  0.289
H18 2.02 1.48 -5.92  0.330
H19 2.10 -0.22 -5.60  0.333
H20 3.09 0.44 0.60  0.444
H21 1.91 1.08 1.70  0.261
H22 2.41 2.42 -1.02  0.299
H23 0.21 3.08 0.29  0.194
H24 1.50 4.35 0.45  0.452
H25 1.23 3.17 1.70  0.317
H26 3.62 2.94 1.71  0.317
H27 4.43 2.27 0.27  0.449
H28 3.80 3.90 0.20  0.480
H29 1.76 -2.67 0.69  0.371
H30 -0.84 -3.15 0.91  0.295
H31 0.34 -3.94 1.93  0.412
H32 -0.57 -2.62 2.55  0.048
H33 2.84 -1.16 2.21  0.410
H34 2.19 -2.55 2.95  0.663
H35 1.88 -0.20 4.05  0.442
H36 0.37 -0.17 3.20  -0.044
H37 -0.50 -1.71 4.64  0.300
H38 0.84 -1.28 5.67  0.373
H39 0.95 -2.75 4.63  0.276


4.
Below is the molecule C3H4N2O2 in a non-equilibrium geometry, with properties calculated with ωB97M-V/def2-TZVPD.

The calculation puts the orbital gap at 11.07 eV. Its SMILES is N#CCO/C=N\O. For the energy relative to the best compared isomer or geometry (same formula, charge and spin), the calculation gives 146.9 kcal/mol. Its largest force on an atom is 7.22 eV/Å.

Each line ends with the Mulliken charge.
Cartesian coordinates (Å):
N1 -2.37 -0.93 -0.80  -0.435
C1 -1.70 -0.19 -0.19  0.399
C2 -0.77 0.26 0.75  -0.254
O1 -0.22 1.30 0.10  -0.284
C3 0.78 0.84 -0.68  0.133
N2 1.59 -0.12 -0.63  -0.394
O2 1.40 -1.26 0.35  -0.403
H1 -0.18 -0.59 1.19  0.297
H2 -1.38 0.70 1.74  0.254
H3 1.04 1.77 -1.37  0.274
H4 1.80 -1.77 -0.46  0.414


5.
Below is a cluster of 2 separate species, C4H10N4OS in total in a non-equilibrium geometry, with properties calculated with ωB97M-V/def2-TZVPD.

The calculation puts the orbital gap at 5.32 eV. Its largest force on an atom is 4.72 eV/Å.

Each line ends with the Mulliken charge.
Cartesian coordinates (Å):
N1 3.25 -0.14 -1.91  -0.359
C1 1.93 -0.30 -1.72  0.487
N2 1.18 -1.32 -1.10  -0.482
C2 -0.18 -0.90 -1.22  0.055
N3 -0.15 0.34 -1.90  0.139
S1 -1.40 1.45 -2.36  -0.136
N4 1.10 0.75 -2.22  -0.183
H1 3.66 0.66 -2.39  0.214
H2 3.87 -0.83 -1.47  0.250
H3 -1.15 -1.37 -0.87  0.421
H4 -1.12 2.57 -1.57  0.183
H5 1.39 1.61 -2.68  0.262
C3 -1.95 0.29 2.88  -0.970
C4 -1.13 -0.95 2.45  -0.341
O1 -1.55 -1.34 1.24  -0.771
H6 -3.02 0.07 2.93  0.249
H7 -1.63 0.63 3.87  0.342
H8 -1.80 1.12 2.18  0.214
H9 -1.25 -1.67 3.29  0.229
H10 -0.07 -0.65 2.57  0.197


6.
Below is a cluster of 3 separate species, C4H7NO2 in total in a non-equilibrium geometry, with properties calculated with ωB97M-V/def2-TZVPD.

The calculation puts the orbital gap at 11.01 eV. For the energy relative to the best compared isomer or geometry (same formula, charge and spin), the calculation gives 54.2 kcal/mol. Its largest force on an atom is 1.40 eV/Å.

Each line ends with the Mulliken charge.
Cartesian coordinates (Å):
C1 0.79 1.28 0.86  -0.920
C2 0.34 1.52 -0.55  0.117
C3 0.62 -1.77 -0.74  -0.355
N1 0.04 -2.07 0.34  -0.510
C4 -2.74 -0.60 0.20  0.134
O1 -3.11 0.32 0.76  -0.152
O2 -0.66 1.05 -1.05  -0.420
H1 0.36 0.36 1.26  0.268
H2 0.47 2.13 1.48  0.329
H3 1.88 1.24 0.91  0.305
H4 0.98 2.19 -1.16  0.343
H5 1.61 -1.29 -0.69  0.350
H6 0.22 -1.93 -1.74  0.238
H7 -0.88 -2.47 0.14  0.273


7.
Below is a cluster of 2 separate species, C4H11NO in total in a non-equilibrium geometry, with properties calculated with ωB97M-V/def2-TZVPD.

The calculation puts the orbital gap at 3.63 eV. For the energy relative to the best compared isomer or geometry (same formula, charge and spin), the calculation gives 194.4 kcal/mol. Its largest force on an atom is 3.11 eV/Å.

Each line ends with the Mulliken charge.
Cartesian coordinates (Å):
C1 0.74 -0.91 -1.75  -0.271
C2 0.07 -1.85 -0.95  -0.381
N1 0.32 -1.15 0.44  -0.387
C3 -0.22 0.29 0.40  -0.241
C4 -0.97 0.76 1.59  -1.206
H1 0.24 -0.40 -2.56  0.268
H2 1.79 -1.09 -1.97  0.287
H3 0.51 -2.81 -0.76  0.321
H4 1.33 -1.10 0.58  0.339
H5 0.54 0.90 -0.11  0.435
H6 -0.98 0.11 -0.37  0.195
H7 -1.37 1.74 1.31  0.330
H8 -1.84 0.14 1.82  0.368
H9 -0.34 0.87 2.47  0.315
H10 -1.00 -1.96 -0.86  0.289
H11 0.86 3.59 0.17  0.161
O1 0.33 2.88 0.54  -0.821